(1)
Molecular formula: C16H38BF5N3O
Method: DFT, ωB97M-V with the def2-TZVPD basis set

Values from the calculation:
lowest unoccupied orbital energy	-4.34	eV
energy above the lowest of the compared OMol25 structures with the same formula, charge and spin	0.0	kcal per mole

Structure (ORCA input):
```
! RIJCOSX wB97M-V def2-TZVPD def2/J DEFGRID3
* xyz 1 1
C 1.287 -0.736 1.089
C 0.616 0.014 -0.173
B 0.206 1.550 0.149
O 0.892 2.578 -0.590
N -0.822 1.977 1.205
C -2.245 1.917 0.765
F -3.013 2.217 1.921
F -2.573 2.938 -0.152
C -2.745 0.486 0.266
F -4.140 0.466 0.473
F -2.241 -0.555 1.060
F -2.574 0.269 -1.102
H 1.045 -1.844 1.025
H 0.984 -0.267 2.093
H 2.418 -0.643 0.959
H -0.248 -0.621 -0.549
H 1.385 0.043 -1.023
H 0.269 3.314 -0.800
H -0.613 2.976 1.437
H -0.678 1.462 2.106
C -4.602 1.914 -2.965
C -5.153 1.094 -4.125
N -4.861 1.669 -5.431
C -5.639 1.070 -6.514
C -5.405 -0.408 -6.823
C -3.454 1.909 -5.730
C -2.497 0.720 -5.653
H -4.933 2.954 -3.022
H -4.957 1.501 -2.016
H -3.508 1.896 -2.938
H -6.240 1.051 -3.994
H -4.788 0.062 -4.040
H -5.487 1.650 -7.430
H -6.701 1.199 -6.276
H -4.453 -0.568 -7.331
H -6.187 -0.769 -7.497
H -5.435 -1.031 -5.927
H -3.089 2.681 -5.043
H -3.368 2.370 -6.719
H -2.635 0.129 -4.745
H -1.465 1.084 -5.647
H -2.595 0.063 -6.516
C 2.603 -1.479 5.427
C 3.709 -2.227 4.690
N 4.778 -1.360 4.209
C 5.665 -2.014 3.249
C 6.494 -3.199 3.742
C 5.441 -0.534 5.212
C 6.081 -1.242 6.406
H 2.205 -0.662 4.819
H 1.779 -2.162 5.651
H 2.953 -1.069 6.377
H 3.239 -2.717 3.830
H 4.090 -3.027 5.336
H 6.339 -1.267 2.815
H 5.054 -2.359 2.406
H 7.317 -2.877 4.382
H 6.942 -3.713 2.887
H 5.893 -3.931 4.283
H 4.709 0.183 5.600
H 6.197 0.092 4.726
H 5.423 -1.990 6.852
H 6.308 -0.508 7.185
H 7.023 -1.719 6.138
*
```

=====

(2)
Molecular formula: C25H62Cl2N10O11
Method: DFT, ωB97M-V with the def2-TZVPD basis set

Values from the calculation:
structure (SMILES)	CC(N)=O.CC(N)=O.CC(N)=O.CC(N)=O.CC(N)=O.CC(N)=O.CC(N)=O.CC(N)=O.CC(N)=O.CC(N)=O.CC(C)O.ClCCCl
lowest unoccupied orbital energy	0.21	eV

Structure (ORCA input):
```
! RIJCOSX wB97M-V def2-TZVPD def2/J DEFGRID3
* xyz 0 1
C 6.992 34.767 0.721
C 7.564 35.198 -0.602
N 8.443 36.207 -0.680
O 7.164 34.607 -1.593
H 5.910 34.852 0.824
H 7.518 35.100 1.616
H 7.074 33.685 0.826
H 8.379 36.804 0.132
H 8.566 36.590 -1.607
C -0.121 38.320 11.454
C -0.316 39.152 12.621
N -1.398 38.791 13.363
O 0.395 40.123 12.893
H -0.888 37.547 11.411
H 0.827 37.794 11.563
H -0.191 39.097 10.693
H -1.632 39.226 14.244
H -1.921 38.038 12.940
C -9.570 38.141 -2.897
C -8.307 38.909 -3.298
N -7.374 39.043 -2.393
O -8.157 39.279 -4.441
H -9.287 37.605 -1.991
H -9.857 37.341 -3.580
H -10.417 38.828 -2.890
H -6.570 39.445 -2.854
H -7.349 38.849 -1.402
C -5.687 39.977 6.840
C -6.617 38.931 6.142
N -7.963 39.112 6.184
O -6.127 38.000 5.506
H -5.443 39.621 7.841
H -6.109 40.972 6.983
H -4.761 40.046 6.269
H -8.579 38.487 5.684
H -8.416 39.954 6.511
C -1.289 48.404 2.722
C -0.788 49.435 3.756
N 0.311 50.117 3.570
O -1.332 49.489 4.817
H -1.169 47.360 3.012
H -0.713 48.526 1.804
H -2.310 48.710 2.495
H 0.597 50.516 4.452
H 0.752 50.347 2.691
C 0.270 39.503 -7.565
C -1.109 39.247 -6.931
N -2.178 39.582 -7.579
O -1.175 38.869 -5.742
H 0.125 39.967 -8.540
H 0.673 38.517 -7.795
H 0.908 40.217 -7.043
H -3.080 39.469 -7.138
H -2.210 40.179 -8.393
C 3.107 31.570 8.164
C 2.162 31.008 9.229
N 2.480 29.869 9.776
O 1.041 31.471 9.368
H 3.178 30.911 7.298
H 4.109 31.724 8.564
H 2.658 32.470 7.744
H 1.752 29.217 10.030
H 3.419 29.546 9.962
C -7.237 31.608 2.676
C -5.910 31.776 1.985
N -5.304 32.948 2.003
O -5.457 30.925 1.188
H -7.429 32.462 3.324
H -7.346 30.726 3.307
H -8.016 31.444 1.930
H -5.775 33.705 2.477
H -4.356 33.126 1.706
C 1.430 32.305 -3.449
C 0.857 31.482 -2.409
N 0.891 31.934 -1.177
O 0.373 30.345 -2.691
H 0.634 32.502 -4.167
H 2.231 31.934 -4.088
H 1.683 33.269 -3.009
H 1.131 32.891 -0.962
H 0.493 31.339 -0.464
C -4.854 33.583 -6.836
C -4.517 33.114 -5.417
N -4.188 34.023 -4.510
O -4.719 31.990 -5.075
H -3.956 33.883 -7.375
H -5.530 34.438 -6.831
H -5.312 32.835 -7.484
H -3.620 34.837 -4.697
H -3.975 33.689 -3.581
C 1.136 38.883 2.736
C 0.141 38.992 1.558
C -0.096 40.414 0.996
O 0.663 38.133 0.519
H 0.662 39.375 3.585
H 2.036 39.446 2.491
H 1.402 37.872 3.044
H -0.845 38.564 1.740
H 0.839 40.904 0.722
H -0.630 40.848 1.841
H -0.759 40.437 0.131
H 0.560 38.626 -0.298
Cl 4.990 43.220 5.775
C 4.604 43.075 7.537
C 5.640 42.098 8.204
Cl 5.601 40.409 7.665
H 3.602 42.647 7.525
H 4.509 44.053 8.010
H 5.536 42.196 9.284
H 6.624 42.506 7.973
*
```

=====

(3)
Molecular formula: C8H22Cl4N2
Method: DFT, ωB97M-V with the def2-TZVPD basis set

Values from the calculation:
lowest unoccupied orbital energy	3.84	eV
energy above the lowest of the compared OMol25 structures with the same formula, charge and spin	0.0	kcal per mole

Structure (ORCA input):
```
! RIJCOSX wB97M-V def2-TZVPD def2/J DEFGRID3
* xyz -2 1
N -0.228 -3.783 0.398
H -1.171 -3.385 0.275
H 0.273 -3.218 1.100
H 0.383 -3.663 -0.427
H -0.122 -4.794 0.554
C 0.089 2.169 -3.344
C -0.233 1.237 -2.122
C 0.660 1.494 -0.924
N 0.247 0.684 0.329
C 0.191 -0.777 -0.087
C -1.128 1.014 0.881
C -0.863 2.093 1.943
C 0.634 2.301 2.046
C 1.122 0.931 1.515
H 1.120 2.165 -3.704
H 0.128 3.225 -3.048
H -0.673 2.096 -4.115
H -0.168 0.209 -2.470
H -1.242 1.532 -1.836
H 0.679 2.513 -0.533
H 1.717 1.279 -1.085
H -0.092 -1.402 0.758
H 1.197 -0.990 -0.446
H -0.471 -1.077 -0.897
H -1.514 0.111 1.350
H -1.792 1.388 0.107
H -1.383 1.889 2.881
H -1.403 3.020 1.728
H 0.982 2.277 3.079
H 1.047 3.160 1.522
H 0.897 0.169 2.261
H 2.134 0.841 1.123
Cl -0.867 -7.095 0.478
Cl 1.580 -2.106 2.634
Cl -3.101 -2.407 0.342
Cl 1.369 -3.102 -2.266
*
```

=====

(4)
Molecular formula: NO3P
Method: DFT, ωB97M-V with the def2-TZVPD basis set

Values from the calculation:
structure (SMILES)	O=NOP=O
lowest unoccupied orbital energy	-1.76	eV
energy above the lowest of the compared OMol25 structures with the same formula, charge and spin	17.9	kcal per mole

Structure (ORCA input):
```
! RIJCOSX wB97M-V def2-TZVPD def2/J DEFGRID3
* xyz 0 1
O -1.088 -0.639 0.823
N 0.010 -1.064 0.621
O 0.922 -0.368 0.105
P 0.894 1.379 -0.520
O -0.159 1.423 -1.511
*
```

=====

(5)
Molecular formula: CH4N3O3S
Method: DFT, ωB97M-V with the def2-TZVPD basis set

Values from the calculation:
lowest unoccupied orbital energy	-5.85	eV
energy above the lowest of the compared OMol25 structures with the same formula, charge and spin	56.3	kcal per mole

Structure (ORCA input):
```
! RIJCOSX wB97M-V def2-TZVPD def2/J DEFGRID3
* xyz 1 1
C 0.992 0.344 -0.429
N -2.533 -0.566 -1.254
N 2.239 0.489 -0.764
N 1.834 -0.605 0.149
O -0.105 0.860 -0.457
O -2.492 0.306 1.050
O 2.028 -0.261 1.498
S -1.700 -0.613 -0.037
H -3.395 0.586 0.907
H 2.796 1.308 -0.443
H -2.591 -1.277 -1.967
H 2.926 -0.571 1.747
*
```

=====

(6)
Molecular formula: C4H8O3
Method: DFT, ωB97M-V with the def2-TZVPD basis set

Values from the calculation:
structure (SMILES)	O=C(CO)CCO
lowest unoccupied orbital energy	0.78	eV
energy above the lowest of the compared OMol25 structures with the same formula, charge and spin	33.0	kcal per mole

Structure (ORCA input):
```
! RIJCOSX wB97M-V def2-TZVPD def2/J DEFGRID3
* xyz 0 1
O 1.079 -0.525 -0.917
C 0.559 -0.503 0.175
C 1.382 -0.082 1.375
O 2.647 0.349 0.982
C -0.918 -0.760 0.362
C -1.691 0.385 -0.344
O -0.953 1.585 -0.461
H 0.824 0.723 1.867
H 1.444 -0.922 2.091
H 2.707 0.147 0.032
H -1.170 -1.722 -0.104
H -1.155 -0.808 1.431
H -2.028 0.013 -1.319
H -2.576 0.627 0.235
H -0.153 1.385 -0.946
*
```

=====

(7)
Molecular formula: C30H25AuO4PS2Se2Si
Method: DFT, ωB97M-V with the def2-TZVPD basis set

Values from the calculation:
lowest unoccupied orbital energy	0.93	eV
energy above the lowest of the compared OMol25 structures with the same formula, charge and spin	17.5	kcal per mole

Structure (ORCA input):
```
! RIJCOSX wB97M-V def2-TZVPD def2/J DEFGRID3
* xyz -1 1
Au 0.559 0.342 -0.066
Se -0.264 -3.794 1.887
P 0.248 -1.985 2.791
Se 1.698 -0.553 1.838
C 1.030 -2.236 4.427
C 0.295 -3.011 5.327
C 0.793 -3.285 6.588
C 2.042 -2.804 6.962
C 2.781 -2.045 6.070
C 2.276 -1.757 4.807
C -1.164 -0.889 3.122
C -1.244 -0.105 4.268
C -2.321 0.750 4.444
C -3.307 0.841 3.471
C -3.216 0.076 2.317
C -2.149 -0.791 2.145
H -0.666 -3.407 5.022
H 0.211 -3.885 7.276
H 2.438 -3.026 7.945
H 3.757 -1.670 6.351
H 2.871 -1.156 4.133
H -0.468 -0.155 5.022
H -2.385 1.354 5.341
H -4.142 1.517 3.608
H -3.967 0.156 1.541
H -2.060 -1.377 1.241
O 0.607 1.579 -1.965
S 0.265 2.817 -1.164
O -1.079 2.721 -0.637
O 0.653 4.043 -1.794
S 1.521 2.345 0.470
O -0.489 -1.259 -0.709
Si -1.320 -2.112 -1.775
C -3.154 -2.241 -1.327
C -3.556 -2.920 -0.171
C -4.892 -3.016 0.188
C -5.869 -2.436 -0.612
C -5.496 -1.767 -1.768
C -4.155 -1.675 -2.118
C -1.277 -1.466 -3.545
C -0.832 -0.202 -3.925
C -0.853 0.197 -5.257
C -1.324 -0.664 -6.236
C -1.772 -1.931 -5.879
C -1.743 -2.322 -4.550
C -0.625 -3.862 -1.853
C 0.762 -4.025 -1.907
C 1.342 -5.282 -1.948
C 0.540 -6.417 -1.929
C -0.838 -6.280 -1.876
C -1.410 -5.014 -1.841
H -2.807 -3.403 0.452
H -5.171 -3.548 1.090
H -6.914 -2.510 -0.336
H -6.250 -1.311 -2.398
H -3.884 -1.140 -3.021
H -0.463 0.492 -3.172
H -0.500 1.186 -5.523
H -1.340 -0.354 -7.274
H -2.139 -2.613 -6.637
H -2.085 -3.319 -4.289
H 1.401 -3.148 -1.894
H 2.420 -5.380 -1.979
H 0.990 -7.402 -1.948
H -1.471 -7.160 -1.853
H -2.490 -4.925 -1.791
*
```

=====

(8)
Molecular formula: C4H5NO
Method: DFT, ωB97M-V with the def2-TZVPD basis set

Values from the calculation:
structure (SMILES)	N#CC[C@H]1CO1
lowest unoccupied orbital energy	0.84	eV
energy above the lowest of the compared OMol25 structures with the same formula, charge and spin	37.3	kcal per mole

Structure (ORCA input):
```
! RIJCOSX wB97M-V def2-TZVPD def2/J DEFGRID3
* xyz 0 1
N -0.328 -2.677 -1.271
C -0.286 -1.522 -1.210
C -0.275 -0.060 -1.100
C -0.332 0.268 0.375
C 0.823 0.559 1.222
O -0.058 1.589 0.781
H -1.179 0.317 -1.598
H 0.603 0.360 -1.601
H -1.186 -0.231 0.828
H 0.741 0.318 2.280
H 1.842 0.590 0.833
*
```

=====

(9)
Molecular formula: C11H18Cl4OPt
Method: DFT, ωB97M-V with the def2-TZVPD basis set

Values from the calculation:
lowest unoccupied orbital energy (alpha / beta)	5.17 / 4.54	eV

Structure (ORCA input):
```
! RIJCOSX wB97M-V def2-TZVPD def2/J DEFGRID3
* xyz -2 5
C 2.527 0.339 0.574
C 2.011 0.289 1.899
C 0.963 1.252 2.004
C 2.487 -0.593 2.975
C 0.853 1.918 0.748
C 1.832 1.365 -0.130
C 2.124 1.833 -1.493
C 3.602 -0.519 0.052
C 0.149 1.489 3.202
C -0.078 3.009 0.433
Pt -0.980 -0.543 -0.757
Cl -0.305 -1.878 1.398
Cl 0.721 -1.833 -1.712
Cl -2.396 0.547 0.728
H 2.890 -1.523 2.560
H 1.674 -0.843 3.664
H 3.287 -0.106 3.553
H -0.209 0.536 3.617
H -0.723 2.105 2.964
H 0.737 2.000 3.980
H -1.081 2.783 0.821
H -0.170 3.153 -0.647
H 0.266 3.958 0.879
H 1.206 2.102 -2.030
H 2.642 1.057 -2.066
H 2.776 2.722 -1.472
H 3.447 -1.559 0.366
H 4.583 -0.194 0.425
H 3.625 -0.493 -1.045
O 0.011 0.449 -3.093
H -0.016 0.630 -4.069
Cl -2.375 1.808 -2.383
C -1.756 0.227 -2.367
H -2.072 -0.410 -3.183
H 0.483 -0.441 -2.938
*
```

=====

(10)
Molecular formula: C13H18N5O3
Method: DFT, ωB97M-V with the def2-TZVPD basis set

Values from the calculation:
structure (SMILES)	COc1cccc(C[NH2+]CCNC(=O)c2nonc2N)c1
lowest unoccupied orbital energy	-3.12	eV
energy above the lowest of the compared OMol25 structures with the same formula, charge and spin	0.0	kcal per mole

Structure (ORCA input):
```
! RIJCOSX wB97M-V def2-TZVPD def2/J DEFGRID3
* xyz 1 1
C -3.405 3.337 -3.659
O -2.421 3.324 -2.646
C -1.544 2.302 -2.596
C -1.536 1.199 -3.450
C -0.586 0.207 -3.288
C 0.364 0.285 -2.285
C 0.371 1.386 -1.438
C 1.371 1.489 -0.318
N 0.719 1.061 0.947
C 1.557 1.161 2.158
C 0.925 0.380 3.315
N 1.133 -1.056 3.225
C 0.726 -1.860 2.231
O 0.267 -1.459 1.149
C 0.887 -3.277 2.500
N 1.361 -3.759 3.631
O 1.357 -5.068 3.525
N 0.885 -5.487 2.343
C 0.573 -4.405 1.652
N 0.099 -4.383 0.408
C -0.580 2.381 -1.588
H -3.969 4.255 -3.505
H -4.078 2.479 -3.573
H -2.952 3.353 -4.654
H -2.260 1.111 -4.243
H -0.588 -0.639 -3.958
H 1.102 -0.493 -2.172
H 2.225 0.835 -0.501
H 1.724 2.517 -0.206
H -0.144 1.601 1.056
H 0.431 -0.003 0.884
H 1.678 2.209 2.442
H 2.541 0.746 1.931
H -0.149 0.598 3.359
H 1.375 0.710 4.251
H 1.479 -1.534 4.046
H -0.144 -5.251 -0.036
H -0.206 -3.508 0.017
H -0.588 3.254 -0.953
*
```

=====

(11)
Molecular formula: C33H36N2O4
Method: DFT, ωB97M-V with the def2-TZVPD basis set

Values from the calculation:
lowest unoccupied orbital energy	-0.96	eV
energy above the lowest of the compared OMol25 structures with the same formula, charge and spin	37.3	kcal per mole

Structure (ORCA input):
```
! RIJCOSX wB97M-V def2-TZVPD def2/J DEFGRID3
* xyz 0 1
C -1.305 -2.923 4.403
N -0.916 -1.799 3.578
C -1.115 -0.503 3.984
O -1.678 -0.185 5.032
C -0.515 0.393 2.911
C 0.647 1.241 3.452
C 0.165 2.204 4.514
C 0.644 2.118 5.826
C 0.091 2.935 6.815
C -0.922 3.849 6.499
C -1.366 3.952 5.177
C -0.814 3.143 4.180
N -0.146 -0.569 1.879
C 0.298 -0.133 0.692
C 0.851 -0.933 -0.286
C 1.313 -0.404 -1.498
C 2.032 -1.213 -2.462
C 2.901 -0.617 -3.410
C 3.643 -1.399 -4.288
C 3.547 -2.798 -4.246
C 2.705 -3.404 -3.307
C 1.913 -2.624 -2.466
C -0.189 -1.958 2.318
C 1.224 -2.513 2.574
C -0.960 -2.889 1.374
H -1.681 -2.531 5.347
H -2.096 -3.509 3.916
H -0.453 -3.587 4.601
H -1.317 1.049 2.547
H 1.412 0.557 3.860
H 1.089 1.786 2.602
H 1.419 1.379 6.055
H 0.444 2.834 7.840
H -1.339 4.495 7.275
H -2.163 4.644 4.914
H -1.161 3.197 3.144
H 0.248 0.946 0.531
H 1.016 -1.995 -0.087
H 1.437 0.688 -1.564
H 2.983 0.475 -3.432
H 4.273 -0.916 -5.037
H 4.118 -3.410 -4.945
H 2.622 -4.489 -3.255
H 1.186 -3.105 -1.804
H 1.698 -1.961 3.395
H 1.150 -3.571 2.850
H 1.851 -2.414 1.685
H -1.999 -2.555 1.280
H -0.544 -2.915 0.369
H -0.931 -3.907 1.777
C -4.046 3.360 -0.621
C -2.551 3.264 -0.689
O -2.234 2.050 -1.430
C -0.892 1.870 -1.568
C -0.523 0.745 -2.447
C 0.127 1.164 -3.653
C 0.111 0.232 -4.836
C -0.778 -0.840 -4.965
C -0.650 -1.737 -6.036
C 0.363 -1.562 -6.986
C 1.233 -0.465 -6.879
C 1.069 0.449 -5.844
O 0.813 2.213 -3.717
O -0.118 2.601 -0.941
H -4.318 4.229 -0.024
H -4.468 3.496 -1.621
H -4.481 2.475 -0.156
H -2.128 4.134 -1.209
H -2.124 3.203 0.322
H -1.102 -0.183 -2.364
H -1.539 -0.976 -4.188
H -1.341 -2.586 -6.109
H 0.482 -2.276 -7.807
H 2.046 -0.317 -7.589
H 1.738 1.304 -5.753
*
```

=====

Values of E, in order: -1395.84114, -3285.41362, -2268.39450, -621.73945, -828.20517, -382.91217, -7825.14174, -285.35511, -2465.12138, -1005.40407, -1689.51475, all in a.u..